(1)
10
Properties=species:S:1:pos:R:3 method="wB97M-V/def2-TZVPD" fmax_ev_per_a=2.5 relative_energy_kcal_mol=46.23 gap_ev=10.434 lumo_ev=0.03 total_energy_ev=-9675.449
C 0.14 0.26 2.01
N -0.21 0.39 0.78
N 0.43 -0.41 -0.12
C 0.12 -0.34 -1.44
O 0.76 -0.89 -2.30
C -1.05 0.52 -1.84
N -1.92 1.13 -2.32
H -0.41 0.79 2.80
H 0.87 -0.50 2.33
H 1.28 -0.95 0.10



(2)
96
Properties=species:S:1:pos:R:3 method="wB97M-V/def2-TZVPD" fmax_ev_per_a=2.5 gap_ev=7.028 lumo_ev=-1.20 total_energy_ev=-1114098.526
C 4.35 3.51 1.93
O 5.05 3.05 0.78
C 4.48 1.90 0.18
C 5.34 0.66 0.49
C 5.12 -0.50 -0.52
C 4.64 -1.81 0.13
C 3.43 -1.66 1.01
C 3.54 -1.51 2.32
C 2.29 -1.29 3.13
O 2.15 -1.74 4.23
C 1.21 -0.47 2.41
P 0.14 0.73 3.31
O 0.58 2.20 2.65
Br 0.75 0.92 5.49
C 1.05 -0.68 1.09
C -0.07 0.06 0.34
I -1.93 -0.92 0.93
C -0.04 0.00 -1.18
C -1.15 0.92 -1.77
I 1.81 0.76 -1.98
C 2.00 -1.67 0.46
O 1.69 -2.48 -0.37
H 3.69 4.35 1.69
H 3.74 2.72 2.38
H 5.09 3.82 2.67
H 3.45 1.70 0.49
H 4.46 2.04 -0.90
H 6.37 1.01 0.37
H 5.24 0.35 1.53
H 4.50 -0.18 -1.36
H 6.10 -0.71 -0.95
H 4.47 -2.54 -0.66
H 5.48 -2.18 0.73
H 4.48 -1.52 2.85
H 1.53 2.16 2.46
H -0.07 1.11 0.64
H -0.21 -1.00 -1.57
H -1.49 0.57 -2.75
H -0.69 1.90 -1.95
H -1.96 1.11 -1.06
Br -0.50 -6.80 1.74
C 0.52 -7.08 0.11
C 0.84 -5.78 -0.58
Br -0.71 -5.06 -1.51
H -0.05 -7.76 -0.51
H 1.44 -7.57 0.43
H 1.59 -5.93 -1.34
H 1.17 -5.00 0.11
Br -2.67 3.68 1.63
C -4.18 2.93 2.62
C -3.95 3.01 4.11
Br -2.69 1.65 4.66
H -4.31 1.91 2.27
H -5.04 3.53 2.32
H -4.87 2.80 4.65
H -3.56 3.97 4.43
Br 3.94 7.43 -2.71
C 2.96 5.88 -3.36
C 2.24 5.17 -2.25
Br 3.45 4.11 -1.16
H 3.68 5.25 -3.87
H 2.26 6.28 -4.09
H 1.53 4.45 -2.67
H 1.72 5.85 -1.58
Br -6.71 -0.35 2.17
C -7.81 0.54 0.83
C -7.10 0.66 -0.48
Br -5.75 2.06 -0.43
H -8.09 1.50 1.25
H -8.70 -0.08 0.73
H -7.79 0.95 -1.27
H -6.59 -0.25 -0.78
Br -3.59 -4.74 -4.80
C -3.00 -6.58 -4.64
C -1.71 -6.82 -5.38
Br -1.99 -6.93 -7.30
H -3.81 -7.21 -4.99
H -2.86 -6.74 -3.57
H -1.28 -7.77 -5.09
H -0.98 -6.03 -5.21
Br 1.78 2.81 -5.42
C 0.65 4.27 -6.05
C -0.56 4.45 -5.18
Br -1.90 3.08 -5.51
H 0.40 4.05 -7.09
H 1.28 5.15 -6.02
H -1.05 5.39 -5.41
H -0.33 4.41 -4.12
Br -1.08 -1.35 4.60
C -2.54 -2.16 5.61
C -2.27 -2.13 7.09
Br -0.97 -3.49 7.60
H -2.68 -3.16 5.22
H -3.42 -1.55 5.38
H -3.17 -2.37 7.65
H -1.87 -1.18 7.43



(3)
71
Properties=species:S:1:pos:R:3 method="wB97M-V/def2-TZVPD" fmax_ev_per_a=0.9 relative_energy_kcal_mol=0.51 gap_ev=8.813 lumo_ev=0.57 total_energy_ev=-46430.751
C 4.44 0.84 2.75
C 3.70 0.08 1.66
O 2.53 -0.57 2.11
C 1.46 0.29 2.45
C 0.19 -0.56 2.55
C -0.94 0.15 3.31
N -1.37 1.36 2.65
C -2.48 1.45 1.89
S -3.56 0.18 1.77
N -2.73 2.62 1.27
C -1.80 3.69 0.97
C -2.72 4.93 0.87
C -4.14 4.35 0.78
C -3.88 2.89 0.43
C -3.48 2.74 -1.06
C -2.00 2.42 -1.23
N -1.79 1.02 -0.93
C -0.65 0.37 -1.29
O 0.24 0.92 -1.91
N -0.61 -0.93 -0.85
C 0.32 -1.93 -1.36
C 0.03 -3.25 -0.65
C 0.98 -4.33 -1.16
C 0.79 -4.52 -2.66
C 1.09 -3.20 -3.38
C 2.53 -2.77 -3.10
C 2.71 -2.59 -1.59
C 2.42 -3.91 -0.88
C 1.76 -1.52 -1.08
C 0.13 -2.12 -2.87
C -1.11 3.34 -0.36
H 3.88 1.71 3.08
H 4.62 0.20 3.61
H 5.40 1.19 2.37
H 3.45 0.75 0.83
H 4.33 -0.73 1.29
H 1.66 0.79 3.41
H 1.35 1.06 1.67
H 0.45 -1.47 3.09
H -0.14 -0.82 1.55
H -1.80 -0.51 3.37
H -0.61 0.41 4.32
H -0.69 2.10 2.60
H -1.06 3.84 1.76
H -2.48 5.52 -0.02
H -2.61 5.57 1.74
H -4.76 4.86 0.05
H -4.64 4.41 1.75
H -4.70 2.23 0.69
H -3.70 3.67 -1.59
H -4.07 1.95 -1.53
H -1.70 2.56 -2.27
H -2.47 0.56 -0.34
H -1.49 -1.30 -0.51
H -1.01 -3.56 -0.84
H 0.16 -3.12 0.43
H 0.77 -5.28 -0.65
H -0.23 -4.83 -2.87
H 1.47 -5.30 -3.03
H 0.95 -3.33 -4.46
H 3.22 -3.53 -3.47
H 2.74 -1.83 -3.61
H 3.75 -2.28 -1.39
H 3.11 -4.68 -1.22
H 2.57 -3.78 0.20
H 1.89 -1.39 0.00
H 1.96 -0.56 -1.57
H -0.91 -2.40 -3.08
H 0.33 -1.17 -3.38
H -0.88 4.25 -0.91
H -0.17 2.82 -0.19



(4)
108
Properties=species:S:1:pos:R:3 method="wB97M-V/def2-TZVPD" fmax_ev_per_a=1.7 gap_ev=8.496 lumo_ev=0.45 total_energy_ev=-138007.536
C -1.69 -0.81 -6.15
O -2.14 -1.65 -5.10
C -2.67 -0.90 -4.02
C -2.39 -1.65 -2.73
C -3.36 -1.28 -1.61
C -3.67 0.22 -1.53
C -3.78 0.74 -0.12
O -2.51 1.00 0.51
S -1.90 2.43 0.03
O -1.13 2.20 -1.16
O -0.83 2.72 1.22
P 0.68 1.87 1.06
C 0.28 0.15 1.55
C 1.77 2.44 2.44
H -2.45 -0.09 -6.43
H -1.44 -1.45 -6.98
H -0.82 -0.23 -5.84
H -3.73 -0.73 -4.16
H -2.16 0.06 -3.98
H -2.42 -2.72 -2.93
H -1.39 -1.39 -2.40
H -4.30 -1.78 -1.83
H -2.99 -1.67 -0.67
H -4.62 0.41 -2.02
H -2.94 0.82 -2.06
H -4.42 1.62 -0.10
H -4.26 -0.01 0.51
H 1.18 -0.34 1.89
H -0.49 0.16 2.31
H -0.12 -0.34 0.67
H 1.41 3.33 2.94
H 2.75 2.59 2.03
H 1.85 1.66 3.18
O -0.50 -5.32 3.41
S -0.98 -3.99 3.20
O -0.05 -2.90 3.06
O -2.04 -3.64 4.33
C -1.64 -3.84 5.70
C -0.74 -2.73 6.21
C -2.09 -3.97 1.84
H -1.17 -4.82 5.81
H -2.57 -3.86 6.27
H 0.23 -2.75 5.72
H -0.58 -2.84 7.28
H -1.19 -1.76 6.02
H -2.82 -4.76 1.97
H -1.50 -4.13 0.94
H -2.57 -2.99 1.80
O 1.01 6.82 1.62
S 2.30 6.50 1.10
O 3.31 5.91 1.93
O 2.91 7.81 0.41
C 2.95 9.02 1.19
C 4.08 9.03 2.19
C 2.13 5.54 -0.36
H 1.98 9.17 1.67
H 3.08 9.82 0.47
H 3.92 8.29 2.97
H 4.16 10.01 2.66
H 5.03 8.79 1.70
H 1.41 6.02 -1.02
H 1.77 4.55 -0.07
H 3.10 5.45 -0.85
O 3.62 -0.36 1.39
S 4.58 0.16 0.46
O 4.18 0.67 -0.81
O 5.72 -0.94 0.25
C 5.30 -2.27 -0.12
C 4.93 -2.37 -1.59
C 5.59 1.36 1.27
H 4.48 -2.59 0.52
H 6.15 -2.91 0.10
H 4.03 -1.80 -1.81
H 4.76 -3.41 -1.86
H 5.73 -1.97 -2.21
H 5.94 0.94 2.21
H 4.97 2.23 1.45
H 6.42 1.61 0.62
O 0.43 -8.89 0.17
S 1.56 -9.46 0.84
O 1.37 -10.25 2.02
O 2.61 -8.30 1.14
C 2.13 -7.12 1.82
C 1.96 -7.33 3.31
C 2.54 -10.36 -0.31
H 1.20 -6.78 1.37
H 2.88 -6.36 1.64
H 1.14 -8.03 3.52
H 1.73 -6.39 3.80
H 2.87 -7.75 3.75
H 2.72 -9.73 -1.18
H 1.98 -11.25 -0.58
H 3.47 -10.63 0.18
O -4.79 2.99 -3.36
S -4.51 4.37 -3.07
O -5.27 5.05 -2.07
O -4.58 5.19 -4.43
C -5.76 5.05 -5.25
C -6.93 5.85 -4.71
C -2.80 4.57 -2.76
H -6.02 3.99 -5.35
H -5.48 5.41 -6.23
H -7.29 5.44 -3.77
H -7.76 5.83 -5.43
H -6.64 6.88 -4.54
H -2.23 4.09 -3.55
H -2.59 4.10 -1.81
H -2.58 5.64 -2.71



What did the first record say?
10
Properties=species:S:1:pos:R:3 method="wB97M-V/def2-TZVPD" fmax_ev_per_a=2.5 relative_energy_kcal_mol=46.23 gap_ev=10.434 lumo_ev=0.03 total_energy_ev=-9675.449
C 0.14 0.26 2.01
N -0.21 0.39 0.78
N 0.43 -0.41 -0.12
C 0.12 -0.34 -1.44
O 0.76 -0.89 -2.30
C -1.05 0.52 -1.84
N -1.92 1.13 -2.32
H -0.41 0.79 2.80
H 0.87 -0.50 2.33
H 1.28 -0.95 0.10



Please write out number 4 again, unchanged.
108
Properties=species:S:1:pos:R:3 method="wB97M-V/def2-TZVPD" fmax_ev_per_a=1.7 gap_ev=8.496 lumo_ev=0.45 total_energy_ev=-138007.536
C -1.69 -0.81 -6.15
O -2.14 -1.65 -5.10
C -2.67 -0.90 -4.02
C -2.39 -1.65 -2.73
C -3.36 -1.28 -1.61
C -3.67 0.22 -1.53
C -3.78 0.74 -0.12
O -2.51 1.00 0.51
S -1.90 2.43 0.03
O -1.13 2.20 -1.16
O -0.83 2.72 1.22
P 0.68 1.87 1.06
C 0.28 0.15 1.55
C 1.77 2.44 2.44
H -2.45 -0.09 -6.43
H -1.44 -1.45 -6.98
H -0.82 -0.23 -5.84
H -3.73 -0.73 -4.16
H -2.16 0.06 -3.98
H -2.42 -2.72 -2.93
H -1.39 -1.39 -2.40
H -4.30 -1.78 -1.83
H -2.99 -1.67 -0.67
H -4.62 0.41 -2.02
H -2.94 0.82 -2.06
H -4.42 1.62 -0.10
H -4.26 -0.01 0.51
H 1.18 -0.34 1.89
H -0.49 0.16 2.31
H -0.12 -0.34 0.67
H 1.41 3.33 2.94
H 2.75 2.59 2.03
H 1.85 1.66 3.18
O -0.50 -5.32 3.41
S -0.98 -3.99 3.20
O -0.05 -2.90 3.06
O -2.04 -3.64 4.33
C -1.64 -3.84 5.70
C -0.74 -2.73 6.21
C -2.09 -3.97 1.84
H -1.17 -4.82 5.81
H -2.57 -3.86 6.27
H 0.23 -2.75 5.72
H -0.58 -2.84 7.28
H -1.19 -1.76 6.02
H -2.82 -4.76 1.97
H -1.50 -4.13 0.94
H -2.57 -2.99 1.80
O 1.01 6.82 1.62
S 2.30 6.50 1.10
O 3.31 5.91 1.93
O 2.91 7.81 0.41
C 2.95 9.02 1.19
C 4.08 9.03 2.19
C 2.13 5.54 -0.36
H 1.98 9.17 1.67
H 3.08 9.82 0.47
H 3.92 8.29 2.97
H 4.16 10.01 2.66
H 5.03 8.79 1.70
H 1.41 6.02 -1.02
H 1.77 4.55 -0.07
H 3.10 5.45 -0.85
O 3.62 -0.36 1.39
S 4.58 0.16 0.46
O 4.18 0.67 -0.81
O 5.72 -0.94 0.25
C 5.30 -2.27 -0.12
C 4.93 -2.37 -1.59
C 5.59 1.36 1.27
H 4.48 -2.59 0.52
H 6.15 -2.91 0.10
H 4.03 -1.80 -1.81
H 4.76 -3.41 -1.86
H 5.73 -1.97 -2.21
H 5.94 0.94 2.21
H 4.97 2.23 1.45
H 6.42 1.61 0.62
O 0.43 -8.89 0.17
S 1.56 -9.46 0.84
O 1.37 -10.25 2.02
O 2.61 -8.30 1.14
C 2.13 -7.12 1.82
C 1.96 -7.33 3.31
C 2.54 -10.36 -0.31
H 1.20 -6.78 1.37
H 2.88 -6.36 1.64
H 1.14 -8.03 3.52
H 1.73 -6.39 3.80
H 2.87 -7.75 3.75
H 2.72 -9.73 -1.18
H 1.98 -11.25 -0.58
H 3.47 -10.63 0.18
O -4.79 2.99 -3.36
S -4.51 4.37 -3.07
O -5.27 5.05 -2.07
O -4.58 5.19 -4.43
C -5.76 5.05 -5.25
C -6.93 5.85 -4.71
C -2.80 4.57 -2.76
H -6.02 3.99 -5.35
H -5.48 5.41 -6.23
H -7.29 5.44 -3.77
H -7.76 5.83 -5.43
H -6.64 6.88 -4.54
H -2.23 4.09 -3.55
H -2.59 4.10 -1.81
H -2.58 5.64 -2.71